DFT (the ωB97M-V functional and the def2-TZVPD basis) results for a cluster of 13 separate species, C16H58N14O13 in total.

Properties
energy above the lowest of the compared OMol25 structures with the same formula, charge and spin = 288.8 kcal per mole
E_tot = -65007.736 eV
M = 654.73 g mol⁻¹
max |F| = 10.3 eV/Å
highest occupied orbital energy = -8.102 eV

CARTESIAN COORDINATES (ANGSTROEM)
C (-2.0676, 15.6735, -28.3432)
C (-2.7427, 16.6132, -27.3388)
O (-4.0960, 16.4918, -27.0508)
H (-2.0511, 14.7227, -27.9005)
H (-0.9966, 16.0400, -28.3952)
H (-2.5765, 15.5772, -29.2318)
H (-2.5977, 17.6003, -27.7021)
H (-2.0977, 16.6502, -26.4391)
H (-4.3381, 16.9089, -26.2297)
C (1.8575, 7.8510, -26.7388)
C (1.5263, 7.3663, -25.3201)
O (2.0114, 6.0462, -25.1799)
H (1.2847, 7.3477, -27.5176)
H (2.8803, 7.9397, -26.9717)
H (1.4529, 8.8556, -26.8492)
H (0.4685, 7.3798, -25.0171)
H (2.1007, 8.1284, -24.6730)
H (1.9358, 5.7762, -24.2568)
C (4.3753, 10.0437, -30.3835)
C (2.9190, 9.7820, -30.6746)
O (2.2653, 9.0386, -29.7083)
H (4.8850, 10.3872, -31.2573)
H (4.9267, 9.1292, -30.1423)
H (4.5114, 10.7510, -29.5879)
H (2.8300, 9.2676, -31.6729)
H (2.3902, 10.7118, -30.7345)
H (1.4984, 8.5550, -30.0413)
C (4.0065, 10.9319, -26.0883)
O (4.4062, 10.1734, -27.1478)
N (4.1869, 12.2541, -25.9617)
N (3.5966, 10.3853, -24.9850)
H (4.4809, 12.8104, -26.8246)
H (3.6027, 12.8162, -25.3718)
H (3.6646, 9.4074, -25.0284)
H (3.5403, 10.6687, -24.0071)
C (1.4440, 16.6323, -26.7790)
O (1.0298, 17.5783, -27.7185)
N (1.6601, 17.0856, -25.5607)
N (1.7368, 15.4295, -27.0765)
H (1.2612, 17.9179, -25.2908)
H (2.2999, 16.6675, -24.8896)
H (1.4687, 15.0358, -27.9647)
H (2.1960, 14.8639, -26.3145)
C (2.5395, 14.1148, -29.5254)
O (3.4877, 15.0502, -29.9365)
N (2.8686, 12.9848, -28.9499)
N (1.2473, 14.3234, -29.5581)
H (3.9008, 12.9245, -28.8186)
H (2.1735, 12.1801, -28.7116)
H (0.9116, 15.1119, -30.0901)
H (0.6448, 13.5631, -29.1776)
C (-3.5166, 11.5018, -30.4435)
O (-2.8972, 12.6259, -30.0287)
N (-2.7653, 10.4410, -30.7317)
N (-4.7927, 11.2313, -30.3968)
H (-1.7598, 10.7354, -30.7932)
H (-3.2359, 9.5673, -31.1833)
H (-5.3434, 11.8614, -29.8811)
H (-5.2932, 10.3562, -30.5359)
C (4.9255, 6.8997, -28.6411)
O (5.6310, 5.8426, -28.9310)
N (5.4229, 7.9820, -28.1123)
N (3.7035, 6.9287, -29.1024)
H (6.3831, 7.9485, -27.7871)
H (4.9074, 8.8748, -28.0726)
H (3.3173, 6.0937, -29.6126)
H (3.1810, 7.7916, -29.1704)
C (0.9950, 12.5986, -25.5103)
O (2.0375, 13.5174, -25.2396)
N (-0.2727, 12.9906, -25.7858)
N (1.1262, 11.2883, -25.6184)
H (-0.4284, 14.0001, -25.5715)
H (-1.2064, 12.4732, -25.8000)
H (2.0629, 10.8628, -25.3716)
H (0.2506, 10.8168, -25.3304)
C (0.1501, 11.4712, -29.0523)
O (-0.1529, 10.9464, -30.3122)
N (-0.4515, 12.3810, -28.4932)
N (1.2009, 11.0257, -28.3370)
H (-1.2083, 12.7824, -29.0410)
H (-0.3370, 12.7017, -27.5021)
H (1.7945, 10.3162, -28.7679)
H (1.2671, 11.1203, -27.2749)
C (-3.2348, 12.3196, -26.7500)
O (-2.8911, 12.4188, -25.4332)
H (-2.4902, 11.6445, -27.2709)
H (-3.1489, 13.2217, -27.3445)
H (-4.1839, 11.9246, -27.0361)
H (-3.6270, 12.3029, -24.8273)
C (0.1612, 7.8181, -31.9730)
O (0.2960, 7.1493, -30.7101)
H (1.0526, 8.0754, -32.5486)
H (-0.3769, 8.7827, -31.8172)
H (-0.4599, 7.0626, -32.4292)
H (-0.4954, 7.2601, -30.1283)
C (-1.3408, 8.8939, -28.0394)
O (-2.6056, 9.2208, -28.4537)
H (-1.5423, 8.0777, -27.3643)
H (-0.7300, 9.6148, -27.5143)
H (-0.7308, 8.6031, -28.8610)
H (-2.4816, 9.7407, -29.3150)

Results of the Löwdin charge analysis, in e, for atoms 1 through 5: -0.054 -0.334 -0.056 0.002 0.086